ORCA calculation (wB97M-V/def2-TZVPD) on 6 unconnected molecules or ions with the total composition C8H28INO8.

Computed properties:
Kohn-Sham gap   7.88 eV
Energy relative to the best compared isomer or geometry (same formula, charge and spin)   55.5 kJ/mol

Each line ends with the Löwdin charge.
Element x y z (Å)
N1 0.18112 4.15481 -1.46285  0.248
H1 0.46618 3.24697 -1.00731  -0.128
H2 0.49795 4.04175 -2.42983  0.141
H3 0.63648 4.95651 -1.03278  0.141
H4 -0.83099 4.26806 -1.47640  0.139
I1 0.40202 1.05361 -0.07608  0.364
C1 -3.07868 1.82615 2.10620  -0.251
C2 -2.47137 3.07449 2.68161  -0.248
O1 -3.30131 4.21730 2.46428  -0.078
O2 -3.07746 1.84656 0.68177  -0.127
H5 -4.09787 1.69259 2.46484  0.125
H6 -2.49402 0.95666 2.43305  0.120
H7 -1.48978 3.29069 2.24307  0.102
H8 -2.34286 2.99846 3.76137  0.122
H9 -3.34518 4.40334 1.52243  0.070
H10 -2.18344 1.61156 0.39983  -0.082
C3 3.30380 0.53424 -4.28103  -0.253
C4 2.31940 -0.40053 -3.62563  -0.244
O3 2.74850 -0.73595 -2.30221  -0.110
O4 3.03353 1.87974 -3.89449  -0.085
H11 3.26679 0.44203 -5.37461  0.114
H12 4.30690 0.21156 -3.98159  0.122
H13 2.22336 -1.33383 -4.17836  0.119
H14 1.35099 0.10029 -3.53174  0.110
H15 2.21643 -0.20113 -1.70392  -0.067
H16 3.74834 2.44850 -4.19200  0.077
C5 -1.78573 -2.48689 0.71868  -0.265
C6 -2.42093 -1.87720 -0.50980  -0.244
O5 -1.43455 -1.80230 -1.53793  -0.108
O6 -2.78534 -2.84094 1.66671  -0.062
H17 -1.05087 -1.80093 1.15533  0.093
H18 -1.23949 -3.38847 0.42272  0.108
H19 -2.82002 -0.89173 -0.25195  0.108
H20 -3.20710 -2.51792 -0.90719  0.122
H21 -0.97299 -0.96235 -1.43703  -0.042
H22 -2.35041 -3.27882 2.40435  0.080
C7 2.30576 -2.32788 2.05002  -0.255
C8 1.84904 -3.61015 2.72349  -0.249
O7 0.58221 -4.05337 2.27611  -0.071
O8 1.48028 -1.23920 2.42122  -0.113
H23 2.28562 -2.46440 0.96289  0.123
H24 3.34112 -2.15032 2.36889  0.115
H25 1.78793 -3.43497 3.79590  0.122
H26 2.60492 -4.37301 2.49772  0.116
H27 0.63217 -4.31076 1.35110  0.080
H28 1.20957 -0.77280 1.62114  -0.098

=====

ORCA calculation (wB97M-V/def2-TZVPD) on a molecular structure, C22H36FeN4O3PS2.

Computed properties:
Multiplicity   6
Total charge   -2
Kohn-Sham gap (alpha / beta)   5.34 / 5.96 eV
Energy relative to the best compared isomer or geometry (same formula, charge and spin)   69.2 kJ/mol
⟨S²⟩   8.79

Each line ends with the Löwdin charge.
Element x y z (Å)
Fe1 0.31663 0.64756 1.36251  0.302
C1 -0.68180 2.80993 0.17361  -0.266
C2 -0.61417 2.78185 1.58663  -0.342
C3 -1.55620 1.81619 2.04882  -0.338
C4 -2.18885 1.25150 0.90680  -0.259
C5 -1.63075 1.85048 -0.24122  -0.253
C6 -1.91538 1.53412 -1.67544  -0.065
C7 -3.25456 0.20301 0.93202  -0.045
C8 -1.92360 1.59171 3.48238  -0.064
C9 0.07655 3.78821 2.45612  -0.085
C10 0.06663 3.72293 -0.74395  -0.064
H1 -1.02552 1.15031 -2.18171  0.029
H2 -2.24051 2.42367 -2.22890  0.070
H3 -2.70869 0.78859 -1.77613  0.052
H4 -4.21452 0.58441 1.29775  0.074
H5 -2.99009 -0.63611 1.57479  0.046
H6 -3.43035 -0.20189 -0.06533  0.046
H7 -1.03274 1.48998 4.10481  0.051
H8 -2.51360 0.68141 3.60281  0.062
H9 -2.52418 2.41849 3.88565  0.069
H10 0.56327 3.31188 3.30724  0.016
H11 -0.63666 4.53359 2.83413  0.069
H12 0.85020 4.32473 1.90629  0.059
H13 0.72828 4.39153 -0.19048  0.060
H14 -0.62125 4.35254 -1.32302  0.070
H15 0.68228 3.17815 -1.45777  0.004
C11 5.30979 1.68886 -1.04045  -0.100
C12 4.08771 2.56202 -0.81822  -0.361
O1 3.13716 1.94419 0.03267  -0.402
P1 2.13947 0.73898 -0.46933  0.379
S1 1.74938 0.81448 2.99667  0.064
S2 1.84724 0.95238 -2.44411  0.216
O2 3.12305 -0.57979 -0.41620  -0.414
C13 3.69123 -1.00735 0.81911  -0.370
C14 2.99104 -2.25533 1.30842  -0.101
H16 6.06828 2.23600 -1.60935  0.062
H17 5.03474 0.79317 -1.59573  0.058
H18 5.74332 1.38814 -0.08557  0.071
H19 3.61442 2.80214 -1.77684  0.051
H20 4.36427 3.49659 -0.31834  0.107
H21 3.62080 -0.22012 1.57369  0.012
H22 4.75111 -1.20834 0.61562  0.104
H23 1.94023 -2.04541 1.51386  0.035
H24 3.44077 -2.59530 2.24416  0.069
H25 3.06353 -3.05560 0.56784  0.066
N1 -4.03418 -3.13087 3.91812  0.033
C15 -2.90300 -2.93306 3.74091  -0.479
N2 -1.60173 -2.83615 3.61455  0.044
C16 -1.08611 -1.90457 2.87336  -0.358
N3 -0.51847 -1.15861 2.18677  0.109
O3 -0.50098 -0.93057 -0.68902  0.027
C17 -0.47826 -2.11684 -0.93194  -0.468
C18 -1.50325 -3.10056 -0.41298  -0.090
C19 -2.64058 -3.04858 -1.45816  -0.176
C20 -2.25025 -3.15752 -2.94461  -0.201
C21 -1.47484 -1.95168 -3.51127  -0.173
C22 0.04259 -1.99915 -3.24525  -0.200
N4 0.29963 -2.64368 -1.95850  0.060
H26 -1.87616 -2.80181 0.56143  0.090
H27 -1.07668 -4.10588 -0.34381  0.117
H28 -3.15635 -2.09362 -1.32107  0.101
H29 -3.36837 -3.82848 -1.21563  0.106
H30 -3.18226 -3.26658 -3.50803  0.098
H31 -1.69085 -4.08469 -3.12361  0.104
H32 -1.88313 -1.04159 -3.06083  0.092
H33 -1.65067 -1.86571 -4.58840  0.101
H34 0.49148 -1.00595 -3.22830  0.004
H35 0.55982 -2.58757 -4.00855  0.111
H36 0.18460 -3.64480 -2.02150  0.103

=====

ORCA calculation (wB97M-V/def2-TZVPD) on C3H4O2S in the gas phase in a non-equilibrium geometry.

Computed properties:
Kohn-Sham gap   8.91 eV
Energy relative to the best compared isomer or geometry (same formula, charge and spin)   334.7 kJ/mol

Each line ends with the Löwdin charge.
Element x y z (Å)
C1 1.01315 0.00410 0.40035  -0.372
C2 -1.94993 -1.04925 0.21023  -0.314
C3 1.70405 0.46589 -0.61978  -0.005
O1 -0.90542 1.51175 -0.47208  -0.543
O2 -2.79160 -1.04035 -0.62929  0.076
S1 -0.67780 0.42794 0.56677  0.926
H1 1.53177 -0.42120 1.26540  0.078
H2 -1.83783 -1.68346 1.05336  0.067
H3 1.19914 1.16412 -1.21115  0.042
H4 2.71447 0.62045 -0.56380  0.045

=====

ORCA calculation (wB97M-V/def2-TZVPD) on a molecular structure, C29H48BrCaN3P2S in a non-equilibrium geometry.

Computed properties:
Total charge   +2
Kohn-Sham gap   7.50 eV

Each line ends with the Löwdin charge.
Element x y z (Å)
N1 -4.81112 -1.01513 2.97869  0.080
C1 -3.93575 -0.14570 3.50109  -0.132
C2 -3.22509 0.76849 2.71566  -0.016
C3 -3.44570 0.77602 1.31423  -0.237
C4 -4.39066 -0.12454 0.78578  -0.010
C5 -5.05405 -0.99038 1.66672  -0.120
C6 -2.71221 1.67626 0.44490  -0.075
Ca1 0.04588 0.31220 -0.01081  0.882
P1 2.23547 0.58908 -1.58284  0.828
C7 -2.62870 1.50835 -0.92018  -0.076
C8 -1.78740 2.34040 -1.77361  -0.253
C9 -1.84434 2.14509 -3.18327  -0.010
C10 -1.06626 2.92905 -4.02183  -0.095
C11 -0.12314 3.77873 -3.44487  -0.666
C12 -0.08593 4.05386 -2.08236  -0.116
C13 -0.88211 3.29156 -1.23088  -0.052
Br1 1.16104 4.65313 -4.57173  0.817
H1 -2.15986 2.48581 0.94479  0.115
H2 -3.13009 0.68143 -1.43053  0.115
H3 -2.54661 1.48520 3.19426  0.105
H4 -4.65726 -0.12726 -0.27048  0.114
H5 -3.80570 -0.16295 4.59130  0.106
H6 -5.81111 -1.67645 1.27880  0.123
H7 -2.51978 1.38597 -3.59617  0.130
H8 -0.82794 3.47277 -0.14618  0.113
H9 -1.17833 2.87882 -5.10127  0.123
H10 0.54712 4.84749 -1.70112  0.119
P2 -0.46621 -2.58662 -0.48783  0.871
C14 2.86742 2.14069 -0.83079  -0.409
C15 3.59990 3.09356 -1.76705  -0.132
H11 3.51709 1.84170 0.00600  0.083
H12 2.00477 2.66575 -0.38155  0.052
H13 3.99429 3.93178 -1.17759  0.091
H14 4.45645 2.61914 -2.26224  0.066
H15 2.94173 3.52251 -2.53566  0.028
C16 1.83948 0.99782 -3.31751  -0.403
C17 2.99670 0.90209 -4.29918  -0.128
H16 1.40871 2.00828 -3.33427  0.027
H17 1.02403 0.31613 -3.61889  0.068
H18 2.61850 1.14389 -5.30095  0.088
H19 3.79027 1.62531 -4.07137  0.065
H20 3.43202 -0.10455 -4.33245  0.076
C18 3.58946 -0.62970 -1.58032  -0.401
C19 4.99467 -0.06161 -1.72605  -0.130
H21 3.37241 -1.34595 -2.38860  0.085
H22 3.49487 -1.18084 -0.62772  0.064
H23 5.70765 -0.89273 -1.66058  0.089
H24 5.14626 0.41997 -2.69957  0.065
H25 5.24454 0.65837 -0.93733  0.076
C20 0.51628 -4.02484 0.14715  -0.404
C21 2.02838 -3.87014 0.02820  -0.150
H26 0.16609 -4.90872 -0.41430  0.099
H27 0.22911 -4.15814 1.20222  0.076
H28 2.50638 -4.80307 0.35322  0.086
H29 2.35191 -3.68020 -1.00411  0.061
H30 2.40239 -3.05973 0.66754  0.049
C22 -0.33678 -2.97412 -2.29519  -0.417
C23 -1.18503 -2.07997 -3.19520  -0.151
H31 -0.62800 -4.03199 -2.40220  0.093
H32 0.73063 -2.89225 -2.55562  0.073
H33 -0.99618 -2.34262 -4.24352  0.087
H34 -2.25873 -2.21201 -3.01106  0.071
H35 -0.94876 -1.01228 -3.07586  0.035
C24 -2.15112 -3.30086 -0.20200  -0.415
C25 -2.51745 -3.51323 1.26363  -0.151
H36 -2.18516 -4.25549 -0.75477  0.096
H37 -2.86293 -2.60753 -0.67753  0.065
H38 -3.57319 -3.80542 1.32832  0.082
H39 -1.92041 -4.30837 1.72722  0.070
H40 -2.39480 -2.59739 1.85678  0.054
S1 1.40750 -0.27487 2.20193  0.506
C26 0.66122 0.14259 3.71960  -0.776
N2 0.74821 1.38286 4.21652  0.026
C27 0.07374 1.86026 5.42861  -0.148
C28 -0.24931 0.70466 6.35201  -0.149
C29 -0.79184 -0.50849 5.62887  -0.138
N3 0.02601 -0.79456 4.44245  0.037
H41 1.24749 2.04167 3.61994  0.136
H42 -0.84053 2.40765 5.14675  0.124
H43 0.75283 2.57538 5.91620  0.138
H44 -0.98622 1.03706 7.08990  0.134
H45 0.65743 0.42093 6.89868  0.132
H46 -1.83281 -0.35188 5.31162  0.095
H47 -0.75542 -1.40193 6.26661  0.141
H48 -0.02626 -1.70518 4.00086  0.132